The following is a quantum chemistry calculation of a 2-piece molecular cluster, C2H8NO2 overall, from the Open Molecules 2025 dataset.

- total charge = +1
- LUMO (eV) = -4.208
- relative energy (zero: lowest compared OMol25 entry of this formula, charge and spin) (kJ/mol) = 264.68

Geometry (Å):
N: -0.629 -1.706 -1.313
H: 1.559 2.075 0.751
H: -0.363 -1.258 -2.159
O: 1.231 -0.458 -0.353
C: 0.581 1.664 0.716
O: 0.082 2.053 2.013
H: -0.251 -0.249 0.994
C: 0.527 0.185 0.382
H: 0.119 2.132 -0.119
H: -1.569 -1.710 -0.896
H: -0.759 1.709 2.311
H: -0.680 -2.634 -1.698
H: 0.152 -1.805 -0.628

Atom-resolved charges from Mulliken, all expressed in e: N -0.485; H 0.341; H 0.332; O -0.584; C -0.407; O -0.484; H 0.280; C 0.271; H 0.279; H 0.358; H 0.308; H 0.380; H 0.411

---

The following is a quantum chemistry calculation of one molecule with the formula C4H2N2, from the Open Molecules 2025 dataset.

- total charge = 0
- LUMO (eV) = -1.782
- SMILES = C=C(C#N)C#N
- relative energy (zero: lowest compared OMol25 entry of this formula, charge and spin) (kJ/mol) = 197.64

Geometry (Å):
C: 0.083 -0.030 -0.323
H: 0.858 1.872 0.122
C: -0.054 1.391 -0.053
N: 2.183 -1.557 0.006
N: -2.096 -1.584 0.037
H: -1.127 1.785 0.428
C: 1.212 -0.827 -0.038
C: -1.061 -1.049 -0.180

Atom-resolved charges from Mulliken, all expressed in e: C 0.301; H 0.355; C -0.589; N -0.400; N -0.367; H 0.265; C 0.257; C 0.179

---

The following is a quantum chemistry calculation of C42H50HfI2N8O2P as an isolated structure, from the Open Molecules 2025 dataset.

- total charge = +3
- LUMO (eV) = -8.903
- relative energy (zero: lowest compared OMol25 entry of this formula, charge and spin) (kJ/mol) = 0.00

Geometry (Å):
C: -3.641 2.016 0.922
N: -2.187 -5.565 -0.360
C: -3.820 -0.840 1.463
H: -2.975 1.307 -1.820
H: -3.883 -4.889 -2.357
C: 1.274 -0.785 -4.466
H: -1.697 3.696 0.418
N: -1.005 1.624 -1.302
N: -1.928 -1.961 -0.781
H: -7.956 -3.131 3.032
H: 0.688 2.986 3.453
C: -2.227 3.111 -2.722
H: -1.718 3.996 2.144
C: -5.301 -4.238 2.203
C: 2.395 2.756 -0.868
C: -2.954 -6.755 -0.508
C: -6.792 -3.970 0.356
H: -3.163 3.334 -3.213
N: -4.309 -6.583 -0.501
C: -3.525 -2.771 -2.354
C: -2.424 1.264 1.384
C: -0.196 1.380 2.370
H: -4.820 -7.433 -0.700
H: 1.007 -4.302 -0.520
H: 2.328 -2.258 -2.065
H: 1.018 -4.240 1.256
H: -0.629 -2.679 2.872
H: 4.979 -1.299 0.206
C: -1.765 -3.215 -0.341
C: -2.450 -4.312 -0.862
C: 1.557 -3.937 0.353
H: 2.316 -0.470 -4.380
N: 4.013 -2.647 1.487
C: 4.742 -2.363 0.255
C: -2.814 -1.743 -1.765
H: 4.588 -4.645 1.551
C: 0.995 2.207 2.751
C: 2.862 -1.801 1.663
Hf: -0.497 -0.266 0.007
C: -2.117 1.958 -1.937
O: 1.131 0.878 -0.047
H: -1.883 -2.136 3.975
I: 4.130 2.109 0.082
C: 2.396 3.952 -1.619
H: -7.741 -1.912 1.785
C: -6.095 -4.939 -0.352
H: -2.929 -0.724 -2.107
C: -1.142 3.942 -2.850
H: 0.493 0.083 4.747
H: 3.150 -0.746 1.668
H: 5.675 -2.925 0.270
C: 3.644 -4.172 -0.844
H: -0.182 3.841 1.307
N: 0.156 -0.716 -2.130
I: 1.356 6.169 -3.358
C: -1.249 1.987 1.666
H: 3.308 4.529 -1.680
C: 1.272 4.391 -2.268
H: -3.793 -5.751 1.986
H: -4.249 -0.594 0.494
H: -2.322 -2.723 2.386
H: -3.735 -1.920 1.503
C: 0.656 -0.741 -3.164
H: 3.119 -0.875 -1.258
C: -6.407 -3.600 1.640
H: -1.210 4.840 -3.449
H: 3.106 -4.279 2.443
H: 3.068 -4.468 -1.723
H: -7.665 -3.512 -0.092
H: 2.377 -2.048 2.607
C: -1.454 -0.727 2.420
C: 3.666 -4.065 1.531
N: 2.889 -4.487 0.366
C: -1.579 -2.146 2.926
P: 1.619 -2.058 0.275
H: 0.503 -1.526 4.056
H: 4.569 -4.748 -0.829
H: -6.582 -2.045 3.125
C: -2.519 -0.114 1.714
H: -1.060 -3.367 0.468
H: -4.211 -2.557 -3.161
C: -3.350 -4.065 -1.904
H: 0.752 -0.109 -5.145
C: -0.314 0.047 2.793
H: -1.239 -5.782 -0.092
C: 0.070 3.626 -2.203
H: -3.990 2.627 1.759
O: -2.386 -7.805 -0.629
H: 1.784 1.632 3.218
C: 1.249 2.015 -0.749
C: 0.651 -0.479 3.823
C: -4.997 -5.564 0.222
H: -6.423 -5.226 -1.343
H: -3.431 2.707 0.110
C: 2.832 -1.926 -1.155
H: -4.545 -0.541 2.225
C: -7.209 -2.608 2.433
N: 3.989 -2.753 -0.936
H: 1.236 -1.795 -4.874
H: 1.687 -0.327 3.542
C: 0.088 2.446 -1.431
H: -5.017 -4.011 3.225
C: -1.194 3.453 1.350
C: -4.608 -5.219 1.512
H: -4.462 1.374 0.627
H: 1.421 2.702 1.880

Results of the Mulliken charge analysis, in e, for atoms 1 through 99: C -1.797; N 0.102; C -1.433; H 0.634; H 0.739; C -1.603; H 0.291; N 0.613; N 0.065; H 0.401; H 0.438; C -1.506; H 0.519; C -0.609; C 0.234; C 0.170; C -0.867; H 0.536; N -0.092; C -1.610; C 1.001; C 1.187; H 0.273; H 0.472; H 0.466; H 0.413; H 0.327; H 0.294; C -0.732; C 0.163; C -1.496; H 0.339; N 0.246; C -0.767; C -0.201; H 0.296; C -1.678; C -1.326; Hf 0.749; C -0.650; O 0.156; H 0.490; I 0.180; C -0.139; H 0.386; C -0.260; H 0.392; C -0.976; H 0.418; H 0.227; H 0.325; C -1.008; H 0.518; N 0.326; I 0.198; C 1.223; H 0.499; C -0.402; H 0.563; H 0.379; H -0.418; H -0.660; C 0.597; H 0.266; C 0.696; H 0.337; H 0.380; H 0.353; H 0.454; H 0.319; C 0.695; C -1.032; N 0.257; C -1.287; P 2.816; H 0.484; H 0.305; H 0.319; C 1.065; H 0.369; H 0.544; C -0.303; H 0.450; C 1.181; H 0.169; C 1.418; H 0.411; O -0.588; H 0.470; C -0.932; C -2.216; C -0.083; H 0.486; H 0.411; C -1.483; H 0.672; C -1.618; N 0.216; H 0.403

---

The following is a quantum chemistry calculation of a 2-piece molecular cluster, C5H13NOS overall, from the Open Molecules 2025 dataset.

- total charge = 0
- LUMO (eV) = 0.863
- SMILES = CC(N)=O.CCSC
- relative energy (zero: lowest compared OMol25 entry of this formula, charge and spin) (kJ/mol) = 240.32

Geometry (Å):
C: 1.442 1.716 -0.775
C: 0.965 2.548 0.345
H: -2.267 -1.109 1.199
H: -3.022 -3.096 -0.892
H: 2.889 2.835 1.269
N: 1.954 2.827 1.279
H: 1.519 -2.827 0.138
H: 1.691 0.734 -0.273
H: 1.000 -2.873 -1.592
C: -1.816 -1.864 0.558
H: 1.474 2.909 2.211
H: -1.974 -1.891 -1.691
C: -2.645 -2.093 -0.713
H: 0.185 -3.786 -0.438
C: 0.720 -2.809 -0.509
S: -0.244 -1.158 -0.173
O: -0.141 2.973 0.364
H: -1.760 -2.749 1.242
H: 2.266 1.952 -1.509
H: 0.647 1.126 -1.327
H: -3.303 -1.252 -0.870

Atom-resolved charges from Mulliken, all expressed in e: C -0.940; C 0.563; H 0.352; H 0.302; H 0.168; N -0.385; H 0.358; H 0.245; H 0.287; C -0.477; H 0.232; H 0.253; C -0.959; H 0.314; C -0.939; S -0.164; O -0.509; H 0.303; H 0.328; H 0.341; H 0.326

---

The following is a quantum chemistry calculation of a 2-piece molecular cluster, C4H10NO2 overall, from the Open Molecules 2025 dataset.

- total charge = 0
- LUMO (spin up / spin down) (eV) = 0.993 / -1.980
- spin multiplicity = 2
- ⟨S²⟩ = 0.754
- relative energy (zero: lowest compared OMol25 entry of this formula, charge and spin) (kJ/mol) = 141.08

Geometry (Å):
O: 0.031 0.062 -1.138
H: 1.276 -0.390 2.128
O: -1.139 0.018 1.684
H: -0.556 -1.060 -3.366
C: -0.266 0.729 1.266
H: -0.288 -2.432 -2.325
C: -0.977 -1.614 -2.524
H: -0.473 1.631 0.659
H: 1.215 1.303 2.611
N: 2.143 1.021 0.737
H: -1.882 0.084 -1.644
H: -1.957 -1.980 -2.824
H: 3.054 0.622 0.884
C: 1.170 0.631 1.745
H: 1.772 0.848 -0.186
C: -1.107 -0.647 -1.348
H: -1.498 -1.114 -0.439

Atom-resolved charges from Mulliken, all expressed in e: O -0.363; H 0.264; O -0.527; H 0.295; C 0.034; H 0.321; C -1.141; H 0.381; H 0.281; N -0.582; H 0.243; H 0.355; H 0.227; C -0.329; H 0.304; C -0.105; H 0.343

---

The following is a quantum chemistry calculation of one molecule with the formula C6H9NO, from the Open Molecules 2025 dataset.

- total charge = 0
- LUMO (eV) = 0.794
- SMILES = C=C[C@H]1CCNC1=O
- relative energy (zero: lowest compared OMol25 entry of this formula, charge and spin) (kJ/mol) = 150.49

Geometry (Å):
C: -0.456 1.194 -0.862
O: -0.316 2.006 -1.673
H: 0.625 -0.575 -1.688
H: 0.946 0.134 1.312
H: 3.026 -0.644 -0.718
H: -0.374 -1.875 0.443
H: -0.890 1.670 1.044
C: -1.829 -0.116 0.554
C: 0.262 -0.173 -0.754
H: -1.419 -1.598 -0.909
H: -1.676 -0.212 1.627
C: 1.307 -0.016 0.306
H: -2.869 -0.208 0.288
C: -0.827 -1.087 -0.146
H: 3.241 0.362 0.824
N: -1.341 1.235 0.253
C: 2.589 -0.097 0.101

Atom-resolved charges from Mulliken, all expressed in e: C 0.172; O -0.472; H 0.538; H 0.235; H 0.268; H 0.426; H 0.337; C -0.520; C 0.647; H 0.296; H 0.286; C -0.572; H 0.315; C -0.959; H 0.238; N -0.472; C -0.763